Computed, not measured: a structure of composition C27H26Cl3N9O2PdS2, with wB97M-V/def2-TZVPD.

Atoms and positions in Å:
Pd (-0.4607, 0.1016, 0.0089)
C (3.0292, 2.6128, 0.3250)
C (2.4637, 3.8775, 0.4163)
C (1.0898, 4.0111, 0.3909)
C (0.2885, 2.8788, 0.2713)
N (0.8549, 1.6578, 0.1800)
C (2.1826, 1.5301, 0.2088)
C (-1.1752, 2.8560, 0.2385)
C (-1.9623, 4.0021, 0.3189)
C (-3.3411, 3.8917, 0.2938)
C (-3.9256, 2.6354, 0.1913)
C (-3.1416, 1.4918, 0.1094)
C (-1.7544, 1.5804, 0.1287)
H (4.0994, 2.4644, 0.3389)
H (3.0928, 4.7533, 0.5106)
H (0.6311, 4.9860, 0.4651)
H (2.5591, 0.5200, 0.1286)
H (-1.5078, 4.9818, 0.4040)
H (-3.9584, 4.7780, 0.3591)
H (-5.0049, 2.5450, 0.1785)
H (-3.6235, 0.5259, 0.0352)
N (0.7660, -7.8044, 3.5353)
C (0.0067, -6.6328, 3.4975)
C (0.4028, -5.5082, 4.2228)
C (-0.3128, -4.3247, 4.1324)
C (-1.4313, -4.2450, 3.3137)
C (-1.8375, -5.3629, 2.5939)
C (-1.1226, -6.5451, 2.6808)
S (-2.3845, -2.7436, 3.2473)
O (-2.0496, -2.0230, 4.4430)
O (-3.7516, -3.1620, 3.0329)
N (-1.8075, -1.9336, 1.9956)
C (-2.3727, -2.0177, 0.7932)
S (-3.6851, -3.0698, 0.2864)
C (-3.5247, -2.5093, -1.3430)
C (-2.5497, -1.5913, -1.4268)
N (-1.9149, -1.3025, -0.2386)
H (1.3056, -7.9292, 4.3776)
H (0.2606, -8.6418, 3.2917)
H (1.2678, -5.5702, 4.8738)
H (-0.0318, -3.4610, 4.7218)
H (-2.7340, -5.3095, 1.9899)
H (-1.4470, -7.4156, 2.1216)
H (-4.1742, -2.8593, -2.1272)
H (-2.2488, -1.0505, -2.3117)
C (4.4824, -4.7548, 0.7266)
C (3.3476, -4.7626, 1.7454)
C (3.4885, -3.6111, 2.7366)
C (1.9730, -4.7657, 1.0754)
N (1.6564, -3.5058, 0.4142)
C (0.9845, -2.4610, 0.8895)
N (0.9692, -1.5383, -0.0458)
N (1.6162, -2.0558, -1.1113)
N (2.0670, -3.2187, -0.8301)
H (5.4462, -4.8333, 1.2312)
H (4.4826, -3.8305, 0.1452)
H (4.3965, -5.5858, 0.0248)
H (3.3804, -5.7047, 2.3016)
H (3.5112, -2.6484, 2.2185)
H (4.4226, -3.7002, 3.2924)
H (2.6660, -3.5929, 3.4524)
H (1.1844, -4.9254, 1.8087)
H (1.9070, -5.5460, 0.3188)
H (0.4968, -2.4008, 1.8495)
Cl (3.0147, 2.7989, -3.3442)
C (2.7840, 1.0678, -3.6467)
Cl (3.0648, 0.7085, -5.3558)
Cl (3.9002, 0.1245, -2.6481)
C (1.4012, 0.7229, -3.3127)
N (0.3191, 0.4688, -3.0385)

Results
HOMO level	-7.5	eV
frontier orbital gap	0.274	hartree
relative energy (zero: lowest compared OMol25 entry of this formula, charge and spin)	0.0000	eV


Computed, not measured: a cluster of 2 separate species, C27H26ClN4O5S in total, with wB97M-V/def2-TZVPD.

Atoms and positions in Å:
C (2.9108, -2.2505, -3.5677)
N (2.9859, -1.0222, -2.7960)
C (4.2656, -0.4904, -2.5690)
O (5.2847, -1.1024, -2.8758)
N (4.3101, 0.7883, -2.0022)
C (5.6311, 1.3499, -1.8354)
C (3.2430, 1.3725, -1.3081)
O (3.4254, 2.3731, -0.6076)
C (1.9243, 0.7788, -1.5339)
C (0.8540, 1.3938, -0.9640)
C (-0.5349, 1.0478, -1.2412)
C (-1.0627, -0.2109, -0.9129)
C (-2.3561, -0.5755, -1.2183)
C (-3.2005, 0.3416, -1.9099)
N (-4.4714, -0.0325, -2.2407)
C (-5.0909, -1.2193, -1.6807)
C (-4.1129, -2.3662, -1.5383)
C (-2.8257, -1.9411, -0.8271)
C (-5.4428, 0.9179, -2.7362)
C (-4.8094, 1.9586, -3.6399)
C (-3.5291, 2.5762, -3.0679)
C (-2.6859, 1.6238, -2.2759)
C (-1.3885, 1.9573, -1.9028)
C (1.7978, -0.3709, -2.4477)
O (0.7325, -0.7906, -2.9076)
H (1.8741, -2.5898, -3.5843)
H (3.2496, -2.0664, -4.5954)
H (3.5561, -3.0069, -3.1134)
H (5.5274, 2.3624, -1.4532)
H (6.2099, 0.7431, -1.1321)
H (6.1369, 1.3484, -2.8016)
H (1.0435, 2.2668, -0.3338)
H (-0.4274, -0.9452, -0.4239)
H (-5.5409, -0.9625, -0.7050)
H (-5.9037, -1.5033, -2.3603)
H (-4.5956, -3.1790, -0.9890)
H (-3.8564, -2.7461, -2.5342)
H (-2.0365, -2.6728, -1.0586)
H (-2.9737, -1.9803, 0.2668)
H (-6.1880, 0.3419, -3.3015)
H (-5.9711, 1.3865, -1.8834)
H (-4.5647, 1.4803, -4.5948)
H (-5.5488, 2.7396, -3.8336)
H (-2.9339, 2.9686, -3.9044)
H (-3.7891, 3.4412, -2.4386)
H (-0.9573, 2.9213, -2.1855)
N (3.7856, 0.0056, 9.8592)
C (3.3053, -0.0695, 8.7940)
C (2.6486, -0.1947, 7.5175)
C (2.1425, -1.4334, 7.1152)
C (1.4786, -1.5842, 5.8955)
C (1.2817, -0.4685, 5.0794)
S (0.3573, -0.6634, 3.5208)
C (1.3642, -0.1039, 2.2404)
Cl (1.6687, -1.1047, 0.9472)
O (0.1212, -2.0856, 3.3936)
O (-0.7739, 0.2387, 3.6502)
C (1.8290, 0.7666, 5.4379)
C (2.5029, 0.8984, 6.6594)
H (2.2804, -2.2962, 7.7649)
H (1.1229, -2.5676, 5.5855)
H (2.0488, 0.7256, 2.3973)
H (1.7417, 1.6222, 4.7660)
H (2.9301, 1.8600, 6.9428)

Results
HOMO level	-3.3	eV
frontier orbital gap	0.193	hartree
net charge	-1


Computed, not measured: a structure of composition C27H26F5I2N3O2P, with wB97M-V/def2-TZVPD.

Atoms and positions in Å:
N (-2.7088, 2.9344, 4.1640)
C (-3.3994, 3.3829, 3.1124)
N (-2.9923, 4.4997, 2.4029)
C (-3.8765, 5.6068, 2.8329)
O (-5.1394, 5.0431, 3.2251)
C (-5.5560, 3.9731, 2.4690)
F (-5.5477, 4.2905, 1.1437)
P (-7.2826, 3.3203, 2.9612)
O (-8.0566, 4.6691, 2.4883)
I (-7.0440, 3.5333, 5.3798)
N (-4.5992, 2.8406, 2.7768)
I (-4.3459, 1.4174, 1.2880)
H (-1.7851, 2.5174, 4.1070)
H (-3.1749, 2.9410, 5.0640)
H (-3.1634, 4.3391, 1.4105)
H (-3.4776, 6.1093, 3.7097)
H (-3.9751, 6.3066, 2.0063)
H (-8.7682, 4.9308, 3.0928)
F (-0.0149, 1.6285, 4.8749)
C (0.7937, 0.9620, 3.9973)
C (1.8663, 0.2505, 4.4865)
C (2.6352, -0.4688, 3.5802)
C (2.3104, -0.4677, 2.2301)
C (1.2248, 0.2613, 1.7685)
C (0.4585, 0.9943, 2.6613)
H (2.0853, 0.2542, 5.5452)
H (3.4786, -1.0448, 3.9350)
H (2.9104, -1.0330, 1.5310)
H (0.9764, 0.2628, 0.7149)
H (-0.4007, 1.5705, 2.3395)
F (-0.8344, 0.1380, -1.6576)
C (-1.9285, -0.0544, -2.4305)
C (-1.8412, 0.1966, -3.7828)
C (-2.9705, -0.0095, -4.5635)
C (-4.1558, -0.4505, -3.9903)
C (-4.2160, -0.6922, -2.6254)
C (-3.0915, -0.4983, -1.8335)
H (-0.9093, 0.5432, -4.2082)
H (-2.9211, 0.1754, -5.6280)
H (-5.0297, -0.6076, -4.6071)
H (-5.1378, -1.0369, -2.1754)
H (-3.1036, -0.7014, -0.7679)
F (3.0760, -4.5736, 0.8612)
C (2.4808, -4.0592, -0.2333)
C (1.6005, -3.0071, -0.0822)
C (0.9949, -2.4734, -1.2101)
C (1.2696, -2.9957, -2.4672)
C (2.1591, -4.0546, -2.5940)
C (2.7747, -4.5919, -1.4714)
H (1.3815, -2.6164, 0.9012)
H (0.3087, -1.6461, -1.0990)
H (0.7951, -2.5775, -3.3451)
H (2.3802, -4.4630, -3.5709)
H (3.4772, -5.4104, -1.5530)
F (5.1356, -0.5423, -4.0612)
C (5.9067, -1.5407, -3.5782)
C (5.3703, -2.3972, -2.6394)
C (6.1638, -3.4225, -2.1459)
C (7.4707, -3.5732, -2.5893)
C (7.9844, -2.6953, -3.5344)
C (7.2005, -1.6681, -4.0412)
H (4.3516, -2.2577, -2.3020)
H (5.7576, -4.1049, -1.4106)
H (8.0870, -4.3722, -2.2001)
H (9.0030, -2.8079, -3.8810)
H (7.5786, -0.9764, -4.7815)

Results
HOMO level	-10.5	eV
frontier orbital gap	0.174	hartree
net charge	+1
relative energy (zero: lowest compared OMol25 entry of this formula, charge and spin)	0.0000	eV


Computed, not measured: a cluster of 2 separate species, C27H26F5N3O3 in total, with wB97M-V/def2-TZVPD.

Atoms and positions in Å:
C (-3.6966, 0.4217, -4.8291)
C (-2.2787, 0.6736, -5.2659)
O (-1.3841, 0.2047, -4.2249)
C (-0.0965, 0.5222, -4.5489)
C (0.9505, 0.0145, -3.6981)
C (2.1609, 0.2914, -4.2972)
N (3.2227, 0.5104, -4.7598)
O (0.1619, 1.2043, -5.5470)
H (-4.3750, 0.6770, -5.6443)
H (-3.8613, -0.6253, -4.5649)
H (-3.9554, 1.0469, -3.9710)
H (-2.0592, 0.1284, -6.1971)
H (-2.1124, 1.7467, -5.4314)
H (0.7370, -0.8005, -3.0203)
C (-0.6420, -1.0499, 4.9785)
N (-0.6574, -0.7288, 3.5681)
C (-1.8179, -0.3803, 2.9381)
O (-2.9378, -0.4040, 3.4388)
C (-1.4588, -0.0192, 1.4933)
C (-1.6825, 1.4617, 1.2191)
C (-3.1283, 1.8093, 1.3749)
C (-3.5972, 2.5020, 2.4915)
F (-2.7096, 2.9087, 3.4365)
C (-4.9526, 2.7345, 2.6999)
F (-5.3767, 3.3727, 3.8095)
C (-5.8754, 2.2828, 1.7533)
F (-7.1914, 2.4885, 1.9451)
C (-5.4316, 1.6218, 0.6060)
F (-6.3203, 1.1964, -0.3150)
C (-4.0700, 1.3941, 0.4355)
F (-3.6492, 0.7060, -0.6653)
N (-0.0599, -0.4409, 1.3999)
C (0.5796, -0.3583, 0.2148)
C (1.9318, -0.6296, 0.0347)
C (2.6500, -0.6057, -1.1566)
C (4.0438, -1.0059, -1.2158)
C (4.8023, -0.9769, -2.4201)
C (6.1465, -1.3156, -2.4725)
C (6.8116, -1.7159, -1.3042)
C (6.0999, -1.7784, -0.0993)
C (4.7475, -1.4454, -0.0559)
C (0.5317, -0.7806, 2.7189)
C (1.5512, 0.2675, 3.1864)
C (1.1392, -2.1892, 2.7714)
H (-1.6364, -0.8635, 5.3908)
H (-0.3845, -2.1037, 5.1413)
H (0.0892, -0.4296, 5.5107)
H (-2.0871, -0.6139, 0.8068)
H (-1.0913, 2.0528, 1.9324)
H (-1.3434, 1.6767, 0.1977)
H (-0.0585, -0.0582, -0.6242)
H (2.4786, -0.8625, 0.9457)
H (2.2079, -0.1920, -2.0421)
H (4.3143, -0.6583, -3.3388)
H (6.6788, -1.2608, -3.4263)
H (7.8675, -1.9787, -1.3360)
H (6.6005, -2.0877, 0.8204)
H (4.2312, -1.5222, 0.9010)
H (1.0616, 1.2462, 3.2838)
H (1.9523, -0.0287, 4.1642)
H (2.3810, 0.3567, 2.4802)
H (0.3506, -2.9335, 2.5997)
H (1.9193, -2.3224, 2.0192)
H (1.5780, -2.3540, 3.7640)

Results
HOMO level	-6.4	eV
frontier orbital gap	0.147	hartree
relative energy (zero: lowest compared OMol25 entry of this formula, charge and spin)	0.0000	eV